--- 1 ---
A 2-piece molecular cluster, C10H16O overall. Source: OMol25; level of theory: wB97M-V/def2-TZVPD.

**SMILES**: CCc1ccc(O)cc1.CC
**LUMO**: 0.910 eV
**Kohn-Sham gap**: 9.1840 eV

Each line ends with the natural charge from an NBO analysis.
Positions of all 27 atoms, in Å:
C  -1.126  3.154  -1.360  -0.60
C  -1.147  2.925  0.184  -0.43
C  0.041  2.143  0.677  -0.05
C  1.362  2.472  1.048  -0.20
C  2.323  1.515  1.195  -0.29
C  1.914  0.193  1.136  0.30
O  2.749  -0.840  1.522  -0.69
C  0.660  -0.248  0.538  -0.24
C  -0.196  0.833  0.118  -0.17
H  -1.612  2.324  -1.746  0.19
H  -0.167  3.077  -1.860  0.22
H  -1.792  3.950  -1.510  0.21
H  -1.426  3.907  0.581  0.21
H  -2.190  2.507  0.362  0.21
H  1.513  3.506  1.163  0.21
H  3.378  1.748  1.214  0.22
H  3.146  -0.696  2.301  0.47
H  0.528  -1.227  0.457  0.21
H  -1.028  0.615  -0.554  0.21
C  -0.563  -3.217  -0.667  -0.60
C  -1.187  -4.636  -0.700  -0.61
H  -0.050  -3.329  0.275  0.20
H  0.103  -3.097  -1.349  0.20
H  -1.334  -2.523  -0.483  0.21
H  -2.160  -4.896  -0.221  0.22
H  -1.414  -4.802  -1.835  0.19
H  -0.327  -5.356  -0.485  0.20

--- 2 ---
A 2-piece molecular cluster, C10H16O overall. Source: OMol25; level of theory: wB97M-V/def2-TZVPD.

**SMILES**: Cc1ccc(O)cc1.CCC
**LUMO**: 0.864 eV
**Kohn-Sham gap**: 9.3575 eV

Each line ends with the natural charge from an NBO analysis.
Positions of all 27 atoms, in Å:
C  3.374  -0.747  -1.237  -0.63
C  2.435  -0.656  -0.080  -0.05
C  2.789  -0.030  1.103  -0.19
C  1.872  0.161  2.170  -0.29
C  0.561  -0.155  1.911  0.30
O  -0.484  0.370  2.652  -0.70
C  0.136  -0.883  0.782  -0.27
C  1.077  -1.037  -0.210  -0.19
H  3.022  -0.025  -1.969  0.23
H  3.368  -1.784  -1.585  0.22
H  4.363  -0.635  -0.782  0.22
H  3.779  0.142  1.488  0.21
H  2.145  0.714  3.059  0.21
H  -0.306  0.394  3.596  0.48
H  -0.917  -1.119  0.806  0.24
H  0.922  -1.340  -1.249  0.21
C  -1.988  -0.228  -1.849  -0.63
C  -2.606  1.052  -1.295  -0.41
C  -3.009  1.016  0.192  -0.61
H  -2.405  -1.187  -1.512  0.21
H  -0.912  -0.198  -1.759  0.21
H  -2.320  -0.303  -2.882  0.21
H  -1.915  1.903  -1.292  0.20
H  -3.459  1.514  -1.797  0.20
H  -3.931  0.459  0.439  0.19
H  -2.228  0.601  0.804  0.21
H  -3.365  2.000  0.496  0.20

Computed energies relative to the best structure, in eV: 1 2.118; 2 0.000

--- 1 ---
A single CH4N2OS molecule. Source: OMol25; level of theory: wB97M-V/def2-TZVPD.

**SMILES**: O/N=C\NS
**LUMO**: 0.340 eV
**Kohn-Sham gap**: 9.5367 eV

Each line ends with the natural charge from an NBO analysis.
Positions of all 9 atoms, in Å:
O  -1.618  0.804  -0.520  -0.56
N  -1.674  -0.400  0.176  -0.13
C  -0.624  -1.108  0.467  0.15
N  0.753  -0.921  0.128  -0.78
S  1.389  0.643  -0.181  0.18
H  -0.649  1.075  -0.786  0.45
H  -0.748  -1.924  1.096  0.19
H  1.428  -1.369  0.912  0.40
H  0.878  1.383  0.909  0.11

--- 2 ---
A 2-piece molecular cluster, CH4N2OS overall. Source: OMol25; level of theory: wB97M-V/def2-TZVPD.

**SMILES**: N=C=S.NO
**LUMO**: 0.729 eV
**Kohn-Sham gap**: 10.0730 eV

Each line ends with the natural charge from an NBO analysis.
Positions of all 9 atoms, in Å:
N  -1.053  -0.137  -2.147  -0.65
C  0.106  -0.312  -1.934  0.23
S  1.496  -0.366  -1.280  -0.01
H  -1.821  -0.166  -2.788  0.44
N  0.596  0.282  2.097  -0.52
O  -0.629  0.271  1.267  -0.60
H  1.232  -0.164  1.466  0.33
H  0.879  1.227  2.142  0.34
H  -0.806  -0.634  1.179  0.45

Computed energies relative to the best structure, in eV: 1 0.571; 2 0.000

--- 1 ---
C34H35BiN8O7 as an isolated structure. Source: OMol25; level of theory: wB97M-V/def2-TZVPD.

**LUMO**: 0.144 eV
**Kohn-Sham gap**: 8.1263 eV

Each line ends with the Löwdin charge.
Positions of all 85 atoms, in Å:
Bi  0.575  -0.521  0.783  1.92
O  0.110  -4.605  2.314  0.16
C  -0.157  -3.591  1.488  -0.47
O  0.695  -2.911  0.967  -0.06
C  -1.641  -3.438  1.256  -0.10
O  -1.950  -2.146  0.819  -0.19
C  -2.619  -1.360  1.797  -0.10
C  -1.750  -0.994  3.004  -0.63
O  -2.270  -1.013  4.106  0.07
O  -0.523  -0.612  2.770  -0.22
H  1.067  -4.664  2.427  0.14
H  -2.184  -3.724  2.158  0.15
H  -1.897  -4.143  0.460  0.16
H  -3.520  -1.853  2.157  0.14
H  -2.910  -0.440  1.280  0.13
N  4.024  0.912  -2.045  0.07
C  2.960  1.198  -2.876  -0.08
C  1.845  0.914  -2.154  -0.13
N  2.220  0.471  -0.897  -0.06
C  3.536  0.477  -0.869  -0.18
H  4.995  1.017  -2.271  0.15
H  3.089  1.571  -3.878  0.11
H  0.809  1.031  -2.433  0.08
H  4.149  0.201  -0.024  0.12
C  -3.939  0.878  -5.952  -0.07
C  -3.224  1.161  -4.634  -0.23
N  -3.998  0.767  -3.464  -0.05
C  -5.150  1.594  -3.103  -0.19
C  -6.486  0.928  -3.411  -0.07
C  -3.645  -0.189  -2.572  -0.43
O  -4.252  -0.357  -1.520  0.07
C  -2.440  -1.051  -2.833  -0.11
C  -2.263  -1.922  -3.895  -0.01
C  -1.127  -2.724  -3.926  -0.05
C  -0.196  -2.603  -2.906  -0.13
N  -0.361  -1.766  -1.880  0.04
C  -1.471  -1.041  -1.847  -0.14
H  -3.283  1.113  -6.793  0.07
H  -4.841  1.485  -6.049  0.07
H  -4.228  -0.173  -6.016  0.07
H  -3.011  2.229  -4.552  0.11
H  -2.267  0.653  -4.610  0.10
H  -5.055  2.538  -3.640  0.12
H  -5.093  1.800  -2.035  0.10
H  -6.585  0.707  -4.476  0.06
H  -7.307  1.586  -3.118  0.08
H  -6.572  -0.002  -2.850  0.07
H  -3.016  -2.002  -4.673  0.12
H  -0.967  -3.427  -4.732  0.10
H  0.715  -3.192  -2.908  0.11
H  -1.625  -0.405  -0.979  0.07
N  -1.696  2.034  2.526  0.21
C  -1.277  1.959  1.254  -0.51
O  -0.043  1.608  1.063  -0.27
C  -2.154  2.276  0.203  -0.20
C  -1.736  2.239  -1.151  -0.20
N  -1.434  2.188  -2.267  0.18
C  -3.496  2.662  0.478  -0.24
N  -4.579  2.994  0.707  0.15
H  -2.663  2.225  2.730  0.11
H  -1.141  1.550  3.215  0.11
N  2.194  -0.536  2.040  -0.09
C  3.167  -0.034  2.673  -0.31
C  3.874  -0.890  3.695  -0.17
C  3.935  -2.270  3.498  -0.04
C  4.536  -3.089  4.440  -0.08
C  5.064  -2.542  5.604  -0.09
C  4.994  -1.173  5.815  -0.08
C  4.410  -0.349  4.861  -0.04
C  3.724  1.343  2.432  -0.19
C  5.104  1.552  2.425  -0.06
C  5.628  2.795  2.096  -0.08
C  4.777  3.850  1.794  -0.09
C  3.402  3.653  1.813  -0.06
C  2.878  2.406  2.121  -0.02
H  3.499  -2.666  2.588  0.10
H  4.594  -4.159  4.275  0.10
H  5.525  -3.183  6.345  0.10
H  5.397  -0.743  6.725  0.10
H  4.349  0.719  5.035  0.12
H  5.773  0.732  2.657  0.12
H  6.702  2.941  2.085  0.10
H  5.185  4.823  1.550  0.10
H  2.731  4.473  1.586  0.11
H  1.808  2.249  2.124  0.09

--- 2 ---
C34H35BiN8O7 as an isolated structure. Source: OMol25; level of theory: wB97M-V/def2-TZVPD.

**LUMO**: 0.119 eV
**Kohn-Sham gap**: 8.3798 eV

Each line ends with the Löwdin charge.
Positions of all 85 atoms, in Å:
Bi  -0.885  0.453  -0.519  1.96
O  -5.175  -0.305  0.107  0.07
C  -3.944  -0.266  0.234  -0.55
O  -3.165  0.539  -0.388  -0.21
C  -3.292  -1.282  1.163  -0.08
O  -1.938  -0.971  1.482  -0.24
C  -1.690  -0.402  2.771  -0.10
C  -0.937  0.928  2.700  -0.66
O  -0.361  1.286  3.723  0.03
O  -0.990  1.550  1.574  -0.22
H  -5.079  0.593  -0.905  0.00
H  -3.301  -2.242  0.643  0.13
H  -3.900  -1.374  2.058  0.14
H  -1.098  -1.095  3.361  0.13
H  -2.625  -0.206  3.301  0.14
N  2.397  -0.247  -4.029  0.06
C  3.120  0.796  -3.491  -0.09
C  2.481  1.126  -2.336  -0.13
N  1.376  0.305  -2.165  -0.03
C  1.361  -0.508  -3.201  -0.20
H  2.597  -0.725  -4.887  0.15
H  4.005  1.195  -3.961  0.11
H  2.766  1.883  -1.615  0.10
H  0.646  -1.304  -3.367  0.12
C  4.724  1.372  5.370  -0.07
C  3.623  2.011  4.532  -0.19
N  4.110  2.601  3.282  -0.05
C  4.931  3.813  3.371  -0.19
C  6.405  3.561  3.069  -0.07
C  3.740  2.189  2.048  -0.41
O  4.018  2.810  1.023  0.06
C  2.957  0.913  1.909  -0.10
C  3.342  -0.328  2.391  0.01
C  2.590  -1.448  2.075  -0.02
C  1.470  -1.300  1.282  -0.10
N  1.094  -0.101  0.825  -0.06
C  1.818  0.975  1.127  -0.09
H  4.292  0.908  6.260  0.08
H  5.453  2.115  5.697  0.07
H  5.254  0.604  4.800  0.07
H  3.138  2.800  5.108  0.13
H  2.852  1.285  4.298  0.11
H  4.803  4.215  4.376  0.12
H  4.540  4.535  2.661  0.12
H  6.838  2.844  3.769  0.06
H  6.968  4.495  3.138  0.08
H  6.511  3.171  2.056  0.07
H  4.229  -0.432  3.006  0.12
H  2.868  -2.425  2.448  0.11
H  0.850  -2.134  0.966  0.09
H  1.454  1.936  0.772  0.13
N  -1.636  4.497  -1.489  0.18
C  -2.362  3.429  -1.901  -0.54
O  -1.830  2.472  -2.469  -0.08
C  -3.805  3.478  -1.576  -0.16
C  -4.546  2.348  -1.609  -0.07
N  -5.183  1.358  -1.628  0.27
C  -4.380  4.662  -1.016  -0.23
N  -4.782  5.656  -0.589  0.14
H  -2.031  5.220  -0.915  0.09
H  -0.641  4.460  -1.610  0.11
N  -0.781  -1.679  -0.930  -0.07
C  -1.522  -2.376  -1.693  -0.35
C  -1.261  -3.866  -1.748  -0.18
C  -0.772  -4.508  -0.612  -0.04
C  -0.502  -5.869  -0.629  -0.08
C  -0.701  -6.604  -1.791  -0.09
C  -1.170  -5.971  -2.935  -0.08
C  -1.457  -4.612  -2.912  -0.04
C  -2.683  -1.866  -2.517  -0.20
C  -3.923  -2.504  -2.455  -0.04
C  -5.006  -2.011  -3.167  -0.07
C  -4.860  -0.886  -3.970  -0.08
C  -3.632  -0.246  -4.043  -0.07
C  -2.555  -0.733  -3.318  -0.06
H  -0.615  -3.918  0.286  0.10
H  -0.134  -6.359  0.265  0.10
H  -0.496  -7.668  -1.805  0.10
H  -1.318  -6.537  -3.848  0.10
H  -1.826  -4.122  -3.807  0.12
H  -4.040  -3.380  -1.827  0.12
H  -5.968  -2.504  -3.092  0.11
H  -5.707  -0.501  -4.526  0.11
H  -3.513  0.645  -4.648  0.11
H  -1.605  -0.212  -3.387  0.08

Computed energies relative to the best structure, in eV: 1 0.000; 2 0.457